[1]
Molecular formula: C16H22BHfN7
Method: DFT, ωB97M-V with the def2-TZVPD basis set

Net charge: +4
Kohn-Sham gap, eV: 3.551
F_max, hartree/bohr: 0.095

The geometry in XYZ format:
```
47
Properties=species:S:1:pos:R:3:forces:R:3
C -3.13040 -0.36619 -0.85145 -0.190 0.461 -1.072
N -1.94081 0.27697 -1.07193 0.724 -0.065 0.141
N -2.17442 1.22967 -2.05306 0.193 -0.374 0.193
C -3.43824 1.11765 -2.48224 0.728 0.061 0.375
C -4.07927 0.12472 -1.74811 0.327 -0.562 0.734
B -1.02959 2.15142 -2.57681 0.023 0.644 0.238
N -0.26677 2.83169 -1.39662 -0.161 -0.465 -0.096
N 0.22563 2.09475 -0.32748 -0.208 -1.048 -0.105
C 0.82799 2.98747 0.51290 0.048 0.969 -0.908
C 0.79019 4.25842 -0.06742 0.171 -0.775 0.564
C 0.10723 4.11104 -1.27134 -0.197 -0.787 0.309
Hf 0.18338 -0.11302 -0.60912 -2.719 3.243 -2.442
N 0.03702 1.27159 -3.30245 0.171 -0.575 -0.183
N 0.73854 0.25419 -2.62336 -0.263 0.284 -0.151
C 1.56805 -0.32342 -3.56261 -0.404 0.818 -1.054
C 1.37736 0.30442 -4.79563 0.401 -0.806 1.045
C 0.41773 1.29923 -4.58239 -0.075 -0.212 0.994
H 2.22955 -1.14069 -3.30500 0.049 0.100 -0.037
H -0.00548 2.03066 -5.26353 0.052 -0.117 0.058
H 1.86595 0.07242 -5.72244 0.176 -0.023 -0.155
H -1.48830 2.98218 -3.30815 0.222 -0.302 0.058
H -0.13381 4.81347 -2.05503 -0.040 0.155 0.124
H -3.78952 1.74186 -3.28855 -0.144 0.081 0.023
H 1.21204 5.16547 0.31861 0.049 0.167 0.163
H -5.09469 -0.20412 -1.86226 -0.216 0.040 0.076
H 1.26168 2.66865 1.44896 -0.004 0.109 0.015
H -3.22665 -1.13110 -0.08514 -0.062 0.228 -0.211
H 2.27176 -0.35967 -0.38643 0.596 0.008 0.461
C 2.21567 -0.39610 0.73385 0.275 -0.199 0.039
H 2.79977 0.44343 1.11977 -0.019 -0.047 -0.020
H 1.19111 -0.32321 1.19729 0.673 -0.001 0.430
H 2.64758 -1.34887 1.05068 0.025 0.096 0.029
C -0.66218 -2.57549 1.87753 -0.331 -0.995 -0.193
C -0.75000 -3.07228 0.49166 0.594 2.524 -0.294
C -1.11586 -4.36462 0.07118 -0.929 -2.660 -3.556
C -1.17387 -4.34008 -1.33650 -0.565 -3.003 3.698
C -0.85693 -3.03065 -1.74303 0.743 2.808 -0.424
C -0.89743 -2.50238 -3.11644 -0.600 0.550 1.086
N -0.53512 -2.27776 -0.62276 0.557 0.784 0.382
H 0.36098 -2.26253 2.14379 -0.085 -0.044 -0.080
H -0.95299 -3.39181 2.55646 0.165 0.368 0.000
H -1.35286 -1.73198 2.05684 0.099 0.001 -0.140
H -1.31973 -5.19095 0.74046 -0.044 -0.133 -0.108
H -1.41855 -5.14577 -2.01591 -0.076 -0.158 0.084
H -0.03698 -2.86689 -3.70022 -0.043 -0.402 -0.081
H -1.82125 -2.84355 -3.61102 0.231 -0.413 -0.087
H -0.89234 -1.40698 -3.14504 0.082 -0.331 0.076
```
Forces are in eV/Å.

***

[2]
Molecular formula: C16H22BN3O4
Method: DFT, ωB97M-V with the def2-TZVPD basis set

Net charge: 0
SMILES: CC(C)C[C@H](NC(=O)CCn1ccc2ncccc2c1=O)B(O)O
Kohn-Sham gap, eV: 8.348
F_max, hartree/bohr: 0.045

The geometry in XYZ format:
```
46
Properties=species:S:1:pos:R:3:forces:R:3
O -1.92326 -1.02941 -2.15687 -0.790 -0.766 -0.431
O 2.64129 0.45142 -2.21043 0.551 0.734 0.207
N -3.35451 1.92142 1.21415 -0.036 0.610 1.029
O 1.91441 -3.38163 0.66591 0.428 -0.973 0.918
O 3.63032 -2.39317 2.14864 -0.350 -0.147 -0.474
B 2.79371 -2.40462 1.05951 -0.169 1.115 -1.152
C -1.98126 0.08270 -1.67326 0.621 -0.053 -0.446
C 1.77505 -0.38007 -2.03507 -0.223 -0.124 -0.332
C -1.64782 2.49033 -0.30172 1.231 1.228 -0.772
C -0.90063 2.25696 -1.41663 -0.109 -0.668 0.468
C -4.26994 1.08767 1.63697 -0.676 -0.176 0.076
C -2.68773 1.61277 0.11657 0.183 -0.810 -1.171
C -4.63116 -0.06242 0.94644 -0.247 -1.071 0.266
C -3.91930 -0.42823 -0.16564 -0.191 -0.203 -1.127
C -2.95107 0.43593 -0.64009 1.376 1.479 1.024
N -1.03065 1.03099 -2.08256 -0.372 1.453 0.801
N 1.81845 -1.24975 -0.98281 -1.761 -0.541 -0.430
C 0.21168 -0.56251 1.42812 -0.354 -0.514 -0.280
C 1.18581 1.55784 2.28572 -0.392 0.530 0.814
C 0.64664 -0.49078 -3.06522 0.138 -1.570 0.774
C -0.21590 0.73853 -3.26707 -0.006 -0.223 0.508
C 1.46831 0.11491 1.96518 0.723 -0.684 0.168
C 2.65747 0.11887 0.95603 -0.498 1.137 -0.341
C 2.77741 -1.10472 0.07553 1.337 -1.656 0.873
H 1.93772 -4.17816 1.22401 -0.177 0.283 -0.348
H 3.60499 -3.17582 2.70165 0.020 -0.131 0.124
H -1.42554 3.38317 0.28918 -0.347 -0.308 -0.242
H -0.11595 2.95710 -1.79129 -0.780 -0.836 0.381
H -4.77704 1.33008 2.56594 0.027 0.108 -0.034
H -5.38747 -0.75242 1.31433 0.028 0.362 0.115
H -4.11373 -1.32654 -0.75406 -0.006 0.086 0.402
H 1.10760 -1.99570 -0.86561 0.674 1.085 -0.402
H 0.37803 -1.63414 1.20194 -0.123 0.649 -0.043
H -0.67182 -0.55458 2.09092 0.559 0.320 0.132
H -0.08509 -0.03689 0.52057 -0.150 -0.177 -0.213
H 2.03107 2.06423 2.75611 0.129 -0.043 -0.157
H 0.35435 1.65862 2.98259 -0.140 -0.039 0.110
H 0.89835 2.11739 1.39069 0.115 -0.132 -0.041
H 1.09195 -0.80685 -3.99846 0.361 0.298 -0.375
H 0.02903 -1.34507 -2.78116 -0.120 0.318 -0.124
H 0.39709 1.61092 -3.52439 -0.238 -0.153 0.218
H -0.94825 0.55986 -4.04208 0.129 -0.176 -0.568
H 1.78648 -0.47173 2.85728 -0.122 0.604 -0.238
H 2.52442 1.01873 0.33449 -0.029 -0.336 -0.156
H 3.61844 0.32326 1.44939 -0.314 -0.352 0.198
H 3.75806 -1.15850 -0.42342 0.091 0.463 0.289
```
Forces are in eV/Å.

***

Kohn-Sham gap of number 2 (C16H22BN3O4)?
8.348 eV

***

Among the records above, which one has the highest net charge?
C16H22BHfN7